[1]
C34H71F6N7O6P | the ωB97M-V functional and the def2-TZVPD basis

Properties
Relative energy (zero: lowest compared OMol25 entry of this formula, charge and spin): 90.9 kJ/mol
Charge: -1

CARTESIAN COORDINATES (ANGSTROEM)
P -2.749 -0.955 0.421
F -3.961 -1.752 -0.255
F -1.768 -2.216 0.320
F -3.512 0.474 0.820
F -3.148 -1.540 1.904
F -1.519 -0.298 1.153
F -2.180 -0.286 -0.977
O 5.715 5.047 -7.378
O 4.406 -1.514 6.723
O 7.975 0.971 9.296
O -3.070 4.948 -3.596
O 4.474 0.539 -6.674
O -4.989 5.841 -0.104
N 5.117 2.559 -8.633
N -6.215 -5.966 9.215
N 7.058 -1.525 7.773
N -4.877 4.144 -2.015
N -3.018 -2.329 -8.264
N -8.982 -1.692 -2.128
N 5.623 -1.784 0.953
C -4.962 3.497 -3.307
C 8.348 0.576 7.996
C -9.376 -4.409 0.254
C -6.756 -2.384 8.840
C -6.204 4.223 -1.410
C -4.747 -3.769 8.797
C 6.631 -0.965 1.305
C 7.542 -3.021 0.709
C 5.829 -1.063 8.502
C -6.093 4.900 -0.104
C -1.711 4.866 -4.032
C 5.954 4.903 -8.824
C 6.141 -3.049 0.593
C 7.795 -1.670 1.281
C -8.394 -3.899 1.367
C -5.414 -2.546 8.118
C 8.431 -1.012 8.070
C -9.023 -2.747 -1.751
C 3.323 -2.217 6.048
C -2.557 -5.770 -6.863
C -3.681 3.692 -4.083
C 6.472 6.110 -6.862
C -5.552 -5.017 9.042
C 3.394 0.905 -5.767
C -3.449 -2.885 -7.344
C -4.790 6.230 1.252
C 4.608 -1.864 8.045
C 3.958 1.693 -8.701
C 8.970 1.853 9.826
C -3.055 -4.898 -5.755
C 4.822 3.926 -9.195
C -9.043 -4.177 -1.253
C -3.941 -3.630 -6.148
C 4.190 0.300 -8.035
H -2.243 -4.468 -5.169
H -8.096 -4.648 -1.517
H -6.759 4.809 -2.142
H 8.869 1.973 10.905
H 2.456 1.168 -6.254
H 4.959 -0.284 -8.539
H 8.743 -1.283 9.079
H 6.419 0.039 1.643
H -5.599 -2.819 7.079
H 3.738 1.480 -9.747
H 8.898 2.855 9.402
H -4.984 -3.916 -6.280
H -4.930 -1.572 8.049
H -3.865 6.779 1.431
H 3.648 1.782 -5.172
H 5.333 -3.711 0.317
H 9.956 1.390 9.788
H 3.248 -1.848 5.025
H -8.232 -2.824 1.441
H 5.581 5.781 -9.352
H 3.836 4.197 -8.818
H -6.758 3.288 -1.318
H 4.661 -1.488 1.031
H 3.298 -0.294 -8.237
H -9.746 -4.699 -1.903
H 3.707 -1.659 8.623
H 8.783 -1.342 1.566
H -10.405 -4.073 0.380
H -7.051 5.350 0.156
H 9.344 0.902 7.697
H -1.196 4.029 -3.561
H -5.898 4.147 0.661
H 7.724 0.960 7.189
H -5.467 7.036 1.536
H -1.993 -6.586 -6.410
H -7.235 -1.472 8.484
H 2.354 -2.248 6.545
H 6.688 6.899 -7.583
H 5.960 -1.360 9.543
H -3.575 -5.626 -5.134
H -3.901 -4.041 8.166
H 6.991 4.685 -9.080
H -6.598 -2.586 9.900
H -5.903 3.725 -3.807
H 9.167 -1.506 7.436
H -1.278 5.866 -3.997
H 5.899 6.657 -6.113
H 8.277 -3.756 0.416
H -3.860 3.981 -5.119
H 3.489 -3.290 6.140
H 3.313 0.140 -4.996
H -4.966 2.421 -3.136
H -3.358 -6.151 -7.498
H -4.458 3.422 -1.447
H -9.415 -5.498 0.237
H 4.672 3.984 -10.273
H -1.871 -5.121 -7.408
H 7.372 5.759 -6.357
H 5.253 2.700 -7.642
H -3.054 2.841 -3.817
H -7.438 -3.219 8.677
H -8.668 -4.196 2.379
H 6.682 -1.433 6.841
H -7.436 -4.403 1.244
H 4.847 -2.923 8.148
H -4.773 5.401 1.959
H -4.397 -3.420 9.769
H 3.166 2.201 -8.150
H -4.000 -2.922 -5.321
H -1.530 4.706 -5.095
H 5.567 -0.017 8.347


[2]
C34H72BF4N9O8 | the ωB97M-V functional and the def2-TZVPD basis

Properties
Charge: 0
SMILES: CC[C@@H](F)c1c(CN)c(B(O)O)c2nc(COC(F)(F)F)cnc2c1N.COC[C@@H](C)N.COC[C@@H](C)N.COC[C@@H](C)N.COC[C@@H](C)N.COC[C@@H](C)N

CARTESIAN COORDINATES (ANGSTROEM)
F -2.418 2.388 -1.908
F -9.979 8.988 -1.297
F -3.799 2.972 -0.230
F -2.839 0.978 -0.250
O 8.794 -6.979 4.325
O -9.663 2.455 0.814
O -4.472 1.312 -1.716
O -7.297 2.618 1.441
O -3.293 0.318 -5.517
O 4.854 -1.609 1.777
O 2.122 3.700 1.843
O 5.337 -10.731 4.994
N -2.570 -0.297 -8.231
N 3.257 -0.003 0.011
N 7.198 -5.386 2.548
N -11.286 6.292 1.102
N -6.075 5.839 -3.145
N -6.601 3.273 -1.505
N 6.819 -9.225 3.046
N -7.480 8.240 -2.434
N 1.340 5.971 0.264
C -8.212 4.540 -0.074
C 6.364 -11.361 4.239
C -7.449 8.888 1.609
C 5.179 -0.240 1.574
C -3.116 -0.746 -4.595
C -7.702 7.020 -1.642
C -1.526 0.019 -7.249
C -6.945 5.738 -2.049
C -2.086 0.833 -6.066
C -5.470 4.609 -3.349
C -0.836 -1.275 -6.826
C 9.660 -7.898 3.683
C -8.924 5.771 0.343
C -8.646 7.058 -0.476
C -9.913 5.883 1.555
C 2.238 3.655 0.426
C -5.701 3.350 -2.553
C -0.146 4.151 -0.378
C 5.488 -0.078 -0.968
C 1.045 2.942 2.369
C -8.210 9.496 0.349
C -3.423 1.943 -1.075
C -7.225 4.502 -1.249
C 1.303 4.625 -0.321
C 9.427 -5.467 1.571
C -9.313 8.450 -0.160
C 5.724 -2.526 1.130
C 4.020 -11.079 4.603
C 9.120 -5.613 4.114
C 4.664 0.345 0.244
C 6.677 -10.677 2.894
C 5.642 -10.963 1.810
C 8.604 -5.036 2.781
C -4.901 2.020 -2.898
B -8.437 3.155 0.762
H 3.951 -12.117 4.266
H 4.720 -10.396 1.950
H 7.577 -9.038 3.698
H -9.528 6.663 2.290
H -8.725 10.474 0.623
H 10.198 -5.448 4.234
H -9.472 1.497 0.883
H 10.498 -5.374 1.771
H 2.698 0.367 0.777
H 5.703 -3.462 1.688
H -1.545 -2.056 -6.548
H 5.255 0.560 -1.824
H -0.701 4.719 -1.128
H 6.756 -2.165 1.099
H 5.991 -8.890 3.537
H 6.558 0.015 -0.768
H -4.725 4.548 -4.200
H 3.666 -10.402 3.824
H 8.678 -3.945 2.849
H 7.262 -11.300 4.863
H -11.704 6.860 1.851
H 1.661 4.692 -1.354
H -2.961 0.573 -8.583
H -7.854 8.093 -3.381
H -3.969 -0.747 -3.914
H 7.633 -11.078 2.540
H -5.664 1.345 -3.404
H -0.202 3.095 -0.655
H 0.860 2.032 1.791
H 6.036 -10.689 0.829
H -1.332 0.973 -5.281
H 1.175 5.871 1.265
H -0.770 0.640 -7.742
H -0.236 -1.669 -7.649
H -8.265 8.600 2.354
H 0.142 3.552 2.419
H 9.224 -6.497 1.271
H 6.149 -12.428 4.108
H -3.115 -1.703 -5.121
H 4.738 1.436 0.319
H 9.297 -8.114 2.677
H -0.166 -1.103 -5.980
H -7.487 9.774 -0.482
H 1.304 2.655 3.390
H 3.368 -10.953 5.469
H 7.112 -6.396 2.660
H 3.270 3.950 0.208
H 5.363 -2.738 0.122
H -6.882 7.939 1.380
H -10.043 4.930 2.145
H 9.638 -8.833 4.248
H -6.477 8.424 -2.528
H -2.202 -0.634 -4.005
H 10.692 -7.539 3.650
H -6.538 3.060 1.003
H 4.689 0.300 2.390
H 5.285 -1.105 -1.275
H -11.866 5.452 0.972
H 6.638 -5.010 3.311
H 3.174 -1.013 0.118
H 9.195 -4.835 0.711
H -2.336 1.833 -6.436
H -10.081 8.403 0.669
H -4.091 2.183 -3.666
H -3.345 -0.722 -7.723
H 6.256 -0.076 1.695
H 8.630 -5.068 4.928
H 5.389 -12.026 1.779
H 2.126 2.626 0.060
H 2.294 6.323 0.212
H -6.824 9.676 2.119
H -0.669 4.284 0.571


[3]
C34H73Br2FN8O12P | the ωB97M-V functional and the def2-TZVPD basis

Properties
Relative energy (zero: lowest compared OMol25 entry of this formula, charge and spin): 0.0 kJ/mol
Charge: -1

CARTESIAN COORDINATES (ANGSTROEM)
Br 2.003 -0.258 4.295
Br 4.233 -2.012 2.296
P 1.685 -2.709 0.321
F 5.587 -2.463 -2.262
O -1.569 -7.258 -0.186
O -2.081 4.197 0.227
O 3.690 -1.046 -0.706
O 0.149 0.536 -1.863
O 0.276 -3.283 1.207
O 4.380 -1.603 -3.871
O 0.980 0.476 -3.948
O 6.237 2.577 -0.296
O 4.882 -4.232 -0.023
O -5.007 -3.556 -0.589
O -1.863 10.204 4.308
O 1.030 -3.599 -1.109
N 3.330 -2.749 -2.172
N -7.852 -4.037 -0.305
N -2.452 2.676 -2.215
N 4.503 -6.406 -1.789
N 0.039 -5.662 -0.938
N 7.094 -0.205 -0.261
N -2.296 8.776 1.818
N -1.794 -4.343 1.036
C 4.418 -2.205 -2.852
C 2.350 -1.723 1.863
C -5.571 -3.852 0.674
C 6.074 1.741 -1.430
C 0.145 -0.898 -1.519
C -2.253 8.844 4.308
C -4.671 -2.194 -0.792
C -2.882 11.128 4.627
C -0.215 -4.165 -0.945
C 2.175 1.738 -2.326
C 7.294 3.504 -0.377
C -4.439 8.850 2.965
C 3.323 -5.797 -1.150
C -4.613 2.737 -1.093
C -3.125 5.106 0.510
C 1.576 -3.023 3.976
C -2.990 8.378 3.046
C -1.260 -5.669 -3.961
C 1.073 0.850 -2.815
C -0.786 -6.471 -0.574
C 0.779 -1.062 -0.142
C 7.036 0.550 -1.513
C -0.608 -4.618 -3.367
C -7.354 -2.030 0.977
C 1.450 -1.804 3.092
C -7.062 -3.519 0.815
C -0.762 -3.573 0.358
C -1.151 -3.935 -2.147
C 3.699 -5.009 0.109
C -2.438 2.829 0.268
C 8.456 0.929 -1.930
C 2.538 -4.340 0.839
C -3.153 2.304 -0.984
C 3.064 -2.055 -0.900
H -2.476 -4.631 0.338
H 7.284 0.455 0.489
H 6.111 2.344 -2.349
H -0.034 -0.942 0.581
H -1.518 2.277 -2.174
H -2.116 9.775 1.873
H -2.834 8.615 5.212
H 1.741 -5.087 0.837
H -1.251 -2.867 -2.355
H 5.061 1.341 -1.349
H 2.647 1.333 -1.432
H 0.322 -4.243 -3.792
H 2.394 -0.665 1.635
H 8.994 0.040 -2.260
H 7.048 4.342 0.277
H 2.551 -2.601 -2.809
H -3.682 5.363 -0.395
H -0.912 -1.131 -1.454
H -2.156 -4.308 -1.931
H -4.708 3.765 -1.442
H 9.023 1.357 -1.102
H -4.512 9.891 2.650
H 0.430 -1.523 2.867
H -3.141 1.212 -0.914
H -7.757 -5.048 -0.342
H 6.161 -0.551 -0.050
H -4.310 -1.728 0.131
H -3.006 7.284 3.080
H 4.551 -6.167 -2.768
H 7.422 3.882 -1.398
H -7.415 -3.716 -1.165
H -2.317 -3.740 1.660
H -0.815 -6.663 -3.976
H -2.401 12.017 5.036
H 5.084 -4.115 -0.955
H 0.653 -1.404 -2.334
H 2.793 -4.323 1.899
H -3.021 2.617 1.176
H 6.636 -0.115 -2.283
H 1.738 2.699 -2.040
H -1.369 8.360 1.813
H -5.128 2.650 -0.134
H -5.458 -4.933 0.793
H -7.302 -1.499 0.027
H -6.655 -1.561 1.672
H -5.135 2.107 -1.814
H -1.493 2.288 0.362
H -7.407 -4.019 1.726
H -3.569 10.725 5.377
H 1.413 -0.188 -0.020
H 8.452 1.647 -2.753
H 2.883 1.927 -3.127
H 4.025 -5.811 0.791
H -3.876 -2.161 -1.536
H -3.445 11.430 3.741
H -4.947 8.744 3.926
H 1.067 -3.855 3.484
H 2.752 -5.225 -1.876
H -4.983 -3.383 1.475
H -2.223 -5.556 -4.453
H -2.297 3.680 -2.190
H -4.983 8.257 2.229
H 4.485 -7.413 -1.728
H 2.614 -3.291 4.153
H -8.362 -1.889 1.366
H -1.262 -2.646 0.007
H -1.320 8.280 4.378
H -2.674 6.024 0.888
H -3.811 4.712 1.268
H 8.237 3.074 -0.029
H -5.517 -1.626 -1.184
H 2.665 -6.598 -0.808
H 1.058 -2.859 4.919


Number 1: total energy -3113.2778 hartree, LUMO energy 2.032 eV, strongest force on any atom 5.13 eV/Å. Number 2: total energy -2857.6388 hartree, LUMO energy -0.955 eV, strongest force on any atom 4.83 eV/Å. Number 3: total energy -8269.3785 hartree, LUMO energy 1.898 eV, strongest force on any atom 2.26 eV/Å.